A:
{"formula": "C4H8N3S", "method": "ωB97M-V with the def2-TZVPD basis set", "species": ["C", "C", "C", "C", "N", "N", "N", "S", "H", "H", "H", "H", "H", "H", "H", "H"], "xyz": [[-0.64141, 1.23448, -0.06727], [0.55302, 1.22866, 0.84314], [-1.23868, -1.06950, 0.00272], [1.64810, -0.76567, -0.56135], [-0.01591, -1.87740, 0.59272], [1.06286, -1.58535, 0.20851], [-0.86087, 0.01522, -0.72954], [2.13741, 0.74528, -0.03384], [-1.58212, 1.40048, 0.45775], [-0.54617, 2.14650, -0.88132], [0.85757, 2.16224, 1.27453], [0.50038, 0.41474, 1.57133], [-1.76218, -1.93950, -0.50409], [-1.71442, -0.77739, 0.92827], [2.20822, -1.12800, -1.34663], [-0.60580, -0.20478, -1.75493]], "nbo_charge": [-0.260, -0.510, -0.124, -0.153, 0.037, -0.021, -0.594, 0.442, 0.245, 0.251, 0.270, 0.224, 0.260, 0.235, 0.262, 0.435], "total_charge": 1, "gap_ev": 8.83}

=====

B:
{"formula": "C4H8N3S", "method": "ωB97M-V with the def2-TZVPD basis set", "species": ["C", "C", "C", "C", "N", "N", "N", "S", "H", "H", "H", "H", "H", "H", "H", "H"], "xyz": [[2.30221, 0.09644, -0.01843], [0.57106, 0.91845, 0.54528], [-0.28034, -1.32699, -0.14838], [-1.80894, 0.61012, -0.08304], [2.07069, -1.19803, 0.14696], [0.99693, -1.77385, 0.15883], [-0.37622, 0.16803, -0.38531], [3.56040, 1.10395, -0.15389], [0.39405, 0.59061, 1.61029], [0.76303, 2.00723, 0.46437], [-0.56488, -1.98130, -1.01705], [-1.09603, -1.80834, 0.57551], [-2.02431, 0.30178, 0.97035], [-1.99119, 1.66902, -0.30862], [-2.42323, 0.14338, -0.97965], [-0.09323, 0.47951, -1.37723]], "nbo_charge": [-0.032, -0.344, -0.168, -0.431, -0.160, -0.054, -0.413, 0.307, 0.231, 0.268, 0.294, 0.295, 0.249, 0.255, 0.241, 0.461], "total_charge": 1, "gap_ev": 6.85}

=====

Consider the structures shown above. The most stable of them is A.